(1)
C4H4NO3P | the ωB97M-V functional and the def2-TZVPD basis

## Properties
multiplicity = 1
ΔE to the lowest compared entry with this formula, charge and spin = 1.289 eV
HOMO level (spin up / spin down) = -9.760 / -9.760 eV
F_max = 4.03 eV/A

Element x y z (Å)
1 C -3.15439 -0.67926 -0.35877
2 C 1.13529 0.16318 0.38979
3 C 2.54284 -0.11750 -0.02792
4 C -1.90526 -0.25847 -0.72308
5 N -4.19104 -1.00467 -0.02831
6 O 0.71920 0.01226 1.53457
7 O -1.51567 1.83066 1.16829
8 O 0.29303 0.64204 -0.46939
9 P -1.15758 0.63838 0.44009
10 H 3.14509 0.69732 -0.19464
11 H 2.33028 -0.28654 -1.14476
12 H 2.88330 -0.90966 0.71209
13 H -1.12508 -0.72775 -1.29798



(2)
C4H4NO3S | the ωB97M-V functional and the def2-TZVPD basis

## Properties
multiplicity = 1
ΔE to the lowest compared entry with this formula, charge and spin = 3.988 eV
net charge = -1
HOMO level = -3.837 eV
F_max = 3.82 eV/A

Element x y z (Å)
1 C 0.87040 -2.23454 1.58801
2 C -0.31949 0.52269 -0.29864
3 C 0.82042 0.12457 0.26198
4 C -1.63181 0.04983 0.21028
5 N 1.77994 0.76649 -0.71361
6 O -0.29564 -2.39962 1.61495
7 O 1.23259 -0.45037 1.36003
8 O 0.29147 2.51388 -1.98451
9 S 0.48771 1.06724 -1.82225
10 H -2.29007 0.87928 0.40083
11 H -1.42665 -0.59310 1.02221
12 H -2.09933 -0.54762 -0.52011
13 H 2.58047 0.30128 -1.11916



Question: Which of these has the lowest ΔE to the lowest compared entry with this formula, charge and spin?
Answer: C4H4NO3P



Question: What is the ΔE to the lowest compared entry with this formula, charge and spin in the first record?
Answer: 1.289 eV



Question: Which value of ΔE to the lowest compared entry with this formula, charge and spin does entry 2 give?
Answer: 3.988 eV